Molecular formula: C4H11N3O2
Method: DFT, wB97M-V/def2-TZVPD

SMILES	[H]/N=C(\N)NC.CC(=O)O
orbital gap	9.806	eV
electronic energy	-12889.091	eV

```
20
C4H11N3O2, DFT wB97M-V/def2-TZVPD
H -1.415 0.958 -1.827
N -1.715 1.330 -0.911
C -0.736 1.517 -0.072
N 0.542 1.774 -0.527
N -0.762 1.564 1.310
C -2.144 1.371 1.776
H 1.231 1.226 0.044
H 0.762 2.238 -1.316
H -0.194 2.136 1.974
H -2.063 0.492 2.509
H -2.888 0.917 0.811
H -2.804 2.209 2.040
C -0.265 -1.998 -0.719
C 1.306 -1.907 -0.577
O 2.181 -2.664 -0.902
O 1.869 -1.089 0.348
H -0.742 -1.544 0.154
H -0.638 -3.155 -0.855
H -0.560 -1.427 -1.691
H 1.493 -0.599 1.028
```


Molecular formula: C4H11N3O2
Method: DFT, wB97M-V/def2-TZVPD

SMILES	CN(O)C(N)=O.C=CN
orbital gap	8.731	eV
electronic energy	-12889.961	eV

```
20
C4H11N3O2, DFT wB97M-V/def2-TZVPD
C 1.710 -1.217 -0.302
N 0.477 -1.061 -1.033
O -0.456 -2.106 -0.821
C -0.089 0.111 -1.544
N 0.797 1.108 -1.838
O -1.273 0.144 -1.883
H 2.083 -2.236 -0.433
H 1.503 -1.054 0.759
H 2.455 -0.483 -0.616
H -1.291 -1.660 -1.094
H 1.660 0.816 -2.276
H 0.353 1.902 -2.285
C -0.462 0.365 2.688
C -1.301 0.405 1.649
N -1.368 1.430 0.696
H -0.594 -0.376 3.468
H 0.396 1.023 2.755
H -2.168 -0.252 1.615
H -1.929 1.182 -0.123
H -0.503 1.957 0.617
```


Molecular formula: C4H11N3O2
Method: DFT, wB97M-V/def2-TZVPD

SMILES	[H]/N=C(/N)NC.CC(=O)O
orbital gap	9.268	eV
electronic energy	-12889.484	eV

```
20
C4H11N3O2, DFT wB97M-V/def2-TZVPD
H -0.267 -0.280 0.482
N -0.742 0.219 1.170
C -0.935 1.482 0.903
N -1.547 2.278 2.011
N -0.796 2.241 -0.209
C -0.900 1.752 -1.682
H -1.256 1.864 2.874
H -2.541 2.347 1.921
H -0.966 3.197 -0.054
H -0.788 0.721 -1.537
H -0.084 2.340 -2.239
H -1.988 1.788 -2.010
C 1.436 -2.640 0.688
C 1.311 -2.226 -0.763
O 0.264 -2.012 -1.275
O 2.348 -2.392 -1.496
H 0.972 -3.592 0.999
H 0.972 -1.922 1.360
H 2.456 -2.791 0.844
H 3.051 -2.375 -1.986
```